Molecular formula: C37H73Li2O12
Method: DFT, ωB97M-V/def2-TZVPD

Output
Strongest force on any atom in eV/Å: 2.9
Molecular weight in g/mol: 723.861
Spin multiplicity: 2
Frontier orbital gap (spin up / spin down) in eV: 4.065 / 8.996
Energy in hartree: -2371.383724

Each line ends with the Mulliken spin population.
Element x y z (Å)
Li -1.523 -3.405 1.105  0.415
Li 1.090 -3.305 -0.549  1.571
O -0.668 0.270 -0.433  -0.559
C -0.147 -0.864 -0.004  1.165
O -0.757 -1.533 0.845  0.545
O 0.911 -1.265 -0.478  -2.040
H -1.463 0.094 0.074  -0.001
C -1.546 -2.646 -3.848  0.021
C -2.467 -3.826 -4.251  -0.009
C -3.831 -3.437 -3.792  0.011
O -3.643 -2.276 -3.033  -0.005
C -2.288 -2.116 -2.654  -0.369
H -1.555 -1.865 -4.609  0.008
H -0.522 -2.973 -3.667  0.054
H -2.221 -4.814 -3.862  -0.003
H -2.447 -4.010 -5.325  0.000
H -4.279 -4.267 -3.247  0.003
H -4.457 -3.236 -4.662  0.002
H -2.114 -2.603 -1.695  0.179
H -2.155 -1.044 -2.513  -0.035
C 0.525 0.726 -3.393  0.004
C 1.162 1.809 -4.298  0.001
C 2.523 1.275 -4.676  0.001
O 2.349 -0.176 -4.553  0.003
C 1.536 -0.414 -3.429  -0.078
H -0.423 0.460 -3.860  0.002
H 0.361 1.203 -2.427  -0.003
H 1.300 2.741 -3.751  0.000
H 0.608 1.909 -5.232  0.000
H 3.284 1.545 -3.945  0.000
H 2.923 1.563 -5.649  0.000
H 2.185 -0.442 -2.553  0.004
H 1.053 -1.388 -3.509  0.039
C 5.267 -0.560 -2.189  -0.005
C 6.727 -0.771 -1.912  -0.002
C 6.850 -0.854 -0.403  0.003
O 5.498 -0.598 0.014  -0.001
C 4.709 0.055 -0.966  0.003
H 4.848 -1.548 -2.381  0.005
H 5.127 0.046 -3.084  0.000
H 7.355 -0.003 -2.364  0.000
H 7.089 -1.690 -2.375  0.000
H 7.555 -0.101 -0.050  0.000
H 7.170 -1.824 -0.025  0.001
H 4.865 1.129 -0.865  0.002
H 3.633 -0.112 -0.899  -0.001
C 3.708 -0.066 3.434  -0.004
C 4.580 -1.212 3.784  0.000
C 3.519 -2.257 4.013  0.005
O 2.546 -2.006 2.968  -0.009
C 2.677 -0.693 2.438  -0.004
H 4.255 0.796 3.053  0.000
H 3.157 0.375 4.265  0.000
H 5.173 -0.933 4.655  0.000
H 5.316 -1.441 3.013  0.000
H 3.117 -2.076 5.010  0.001
H 3.976 -3.245 4.063  0.001
H 1.754 -0.118 2.370  0.010
H 3.088 -0.767 1.431  0.007
C -5.823 -3.207 1.576  0.006
C -5.282 -1.908 2.220  -0.007
C -3.837 -2.290 2.509  0.018
O -3.493 -3.320 1.561  -0.046
C -4.617 -3.655 0.704  0.005
H -6.759 -3.065 1.035  0.000
H -5.962 -3.888 2.416  0.000
H -5.854 -1.598 3.095  -0.001
H -5.282 -1.104 1.483  0.003
H -3.795 -2.801 3.471  0.001
H -3.186 -1.416 2.485  0.008
H -4.660 -4.686 0.352  0.015
H -4.539 -3.023 -0.180  -0.009
C -1.375 -1.678 5.783  0.001
C -0.368 -2.165 6.785  -0.003
C 0.563 -3.057 5.930  0.009
O 0.464 -2.559 4.620  0.043
C -0.393 -1.444 4.601  0.057
H -2.038 -0.870 6.095  0.000
H -2.122 -2.450 5.600  0.001
H -0.857 -2.831 7.497  0.000
H 0.177 -1.383 7.313  0.000
H 0.264 -4.105 5.933  0.005
H 1.568 -2.916 6.328  0.001
H -0.906 -1.377 3.642  -0.022
H 0.222 -0.552 4.725  0.001
C -5.164 1.202 -0.647  0.002
C -4.466 2.209 0.188  0.000
C -3.491 1.375 1.060  -0.003
O -3.394 0.145 0.293  -0.005
C -3.980 0.287 -1.035  0.007
H -5.512 1.733 -1.533  0.000
H -5.914 0.664 -0.067  0.000
H -5.207 2.715 0.806  0.000
H -3.937 2.957 -0.402  0.001
H -3.887 1.134 2.046  0.002
H -2.511 1.844 1.150  0.001
H -4.220 -0.719 -1.378  -0.002
H -3.295 0.705 -1.772  0.001
C 3.740 3.816 0.426  0.000
C 2.676 2.864 1.033  0.000
C 1.807 2.394 -0.120  -0.034
O 2.263 3.125 -1.211  0.000
C 2.946 4.298 -0.735  0.000
H 4.604 3.305 0.002  0.000
H 4.045 4.619 1.097  0.000
H 2.121 3.357 1.832  0.000
H 3.180 2.027 1.516  0.000
H 0.786 2.699 0.109  -0.002
H 1.742 1.312 -0.234  0.007
H 2.234 5.099 -0.538  0.000
H 3.568 4.639 -1.563  0.000
C -1.474 4.975 -1.062  0.000
C -0.917 3.915 -1.976  0.003
C -1.832 4.034 -3.238  0.000
O -2.106 5.447 -3.245  0.000
C -1.729 6.136 -2.014  0.000
H -0.917 5.355 -0.205  0.000
H -2.410 4.623 -0.629  0.000
H -0.978 2.962 -1.450  -0.004
H 0.123 4.170 -2.178  0.000
H -2.774 3.493 -3.152  0.000
H -1.258 3.753 -4.121  0.000
H -2.576 6.685 -1.602  0.000
H -0.859 6.778 -2.154  0.000

=====

Molecular formula: C37H75BCl2N6O3P
Method: DFT, ωB97M-V/def2-TZVPD

Output
Strongest force on any atom in eV/Å: 1.6
Molecular weight in g/mol: 764.738
Total charge: +1
Spin multiplicity: 3
Frontier orbital gap (spin up / spin down) in eV: 7.285 / 8.340
Energy in hartree: -3295.326434

Each line ends with the Mulliken spin population.
Element x y z (Å)
C -0.469 2.980 4.033  -0.001
C 0.387 2.672 3.062  -0.001
C -0.121 2.417 1.655  0.000
C -0.695 1.004 1.417  0.001
N 0.122 0.168 0.573  0.000
C -0.165 -1.292 0.701  0.000
C 0.350 -1.891 -0.632  -0.001
C 0.604 -3.400 -0.728  0.001
C 2.057 -3.816 -0.459  -0.001
C 3.047 -3.198 -1.469  0.001
C 3.849 -2.028 -0.871  0.018
C 5.168 -2.464 -0.210  0.001
C 5.421 -1.730 1.120  0.000
C 4.666 -2.365 2.283  0.000
C 4.956 -1.717 3.638  0.000
B 0.622 -1.848 2.008  0.000
N 0.575 -3.182 2.534  0.000
O 1.400 -0.924 2.664  0.000
C -1.702 -1.414 0.915  -0.001
C -2.391 -2.687 0.488  0.000
Cl -2.641 -2.915 -1.217  0.000
C -2.890 -3.609 1.317  0.000
C -3.609 -4.848 0.885  0.000
Cl -2.741 -3.404 3.029  0.000
N -2.411 -0.279 0.192  0.000
C -2.035 1.113 0.685  -0.001
P -1.940 2.258 -0.783  0.000
N -2.810 3.548 -0.656  0.000
H -1.533 2.785 3.925  0.000
H -0.165 3.500 4.933  0.000
H 1.452 2.632 3.258  0.000
H -0.914 3.152 1.507  0.000
H 0.663 2.628 0.928  0.000
H -0.880 0.593 2.420  0.001
H 1.109 0.321 0.733  0.000
H 1.295 -1.380 -0.812  0.001
H -0.311 -1.543 -1.428  0.000
H 0.389 -3.697 -1.759  0.000
H -0.083 -3.988 -0.114  0.000
H 2.081 -4.904 -0.550  0.000
H 2.378 -3.531 0.544  0.000
H 2.495 -2.869 -2.354  0.001
H 3.757 -3.950 -1.818  -0.003
H 4.045 -1.291 -1.654  -0.014
H 3.245 -1.503 -0.121  -0.004
H 6.008 -2.244 -0.869  0.000
H 5.148 -3.540 -0.022  0.000
H 6.489 -1.679 1.338  0.000
H 5.071 -0.697 1.012  0.000
H 3.591 -2.281 2.082  0.000
H 4.899 -3.432 2.339  0.000
H 4.452 -0.758 3.757  0.000
H 4.610 -2.369 4.443  0.000
H 6.032 -1.598 3.775  0.000
H -0.134 -3.793 2.156  0.000
H 1.460 -3.668 2.603  0.000
H 1.509 -1.180 3.588  0.000
H -1.964 -1.275 1.962  0.000
H -4.149 -5.274 1.728  0.000
H -2.910 -5.603 0.526  0.000
H -4.341 -4.619 0.112  0.000
H -2.222 -0.381 -0.809  0.000
H -3.415 -0.430 0.304  0.000
H -2.822 1.460 1.357  0.008
H -2.277 1.458 -1.907  0.000
H -0.580 2.516 -0.999  0.000
H -3.320 3.566 0.222  -0.001
C 6.906 -1.686 -6.241  0.013
C 5.372 -1.636 -6.147  0.014
C 4.759 -1.305 -7.510  0.026
C 4.957 0.151 -7.927  -0.019
C 4.455 1.103 -6.842  0.028
C 5.064 0.826 -5.465  0.008
N 4.916 -0.628 -5.133  0.378
O 3.733 -0.898 -4.694  0.546
C 6.536 1.267 -5.425  0.016
C 4.341 1.644 -4.399  -0.004
C 4.920 -3.020 -5.691  -0.012
H 7.337 -0.883 -6.832  0.001
H 7.358 -1.666 -5.249  -0.008
H 7.205 -2.616 -6.725  0.000
H 3.686 -1.521 -7.477  0.003
H 5.191 -1.976 -8.256  0.002
H 6.009 0.347 -8.150  0.000
H 4.412 0.340 -8.853  0.001
H 4.672 2.138 -7.115  0.002
H 3.366 1.016 -6.771  0.002
H 7.028 0.897 -4.524  -0.008
H 6.582 2.356 -5.407  0.001
H 7.115 0.950 -6.286  0.001
H 3.269 1.460 -4.401  0.002
H 4.503 2.704 -4.597  0.001
H 4.729 1.417 -3.405  -0.002
H 5.306 -3.246 -4.696  0.001
H 5.307 -3.764 -6.387  0.000
H 3.836 -3.110 -5.668  0.004
C -7.788 5.047 3.704  0.006
C -6.780 4.102 3.026  0.016
C -7.519 3.025 2.230  0.029
C -8.201 1.983 3.115  -0.024
C -7.213 1.369 4.103  0.028
C -6.460 2.409 4.937  0.016
N -5.870 3.448 4.027  0.427
O -4.792 3.003 3.471  0.486
C -7.385 3.038 5.992  0.004
C -5.329 1.735 5.710  -0.003
C -5.950 4.983 2.098  -0.001
H -8.635 4.538 4.155  0.000
H -7.301 5.653 4.468  -0.007
H -8.201 5.723 2.956  0.001
H -6.808 2.523 1.564  0.005
H -8.255 3.514 1.589  0.002
H -9.044 2.428 3.648  -0.002
H -8.625 1.195 2.488  0.002
H -7.728 0.687 4.783  0.001
H -6.483 0.770 3.547  0.007
H -6.912 3.908 6.451  -0.008
H -7.577 2.309 6.779  0.000
H -8.354 3.337 5.607  0.000
H -4.655 1.186 5.056  0.003
H -5.759 1.029 6.420  0.000
H -4.746 2.469 6.267  0.000
H -5.403 5.741 2.658  0.000
H -6.619 5.493 1.405  0.000
H -5.240 4.409 1.506  0.004

=====

spin multiplicity of number 2 (C37H75BCl2N6O3P)?
3

=====

Among the records above, which one has the highest spin multiplicity?
C37H75BCl2N6O3P

=====

The highest strongest force on any atom belongs to which entry?
C37H73Li2O12